# 1
Density functional theory data (ωB97M-V/def2-TZVPD) for 2 unconnected molecules or ions with the total composition C6H9NO.

Computed properties:
Structure (SMILES) = C/C=C\C.C#CN=O
Max |F| = 3.3 eV/A
2S+1 = 1
E_HOMO = -8.70 eV
Energy relative to the best compared isomer or geometry (same formula, charge and spin) = 630.0 kJ/mol

Structure (XYZ):
```
17
Properties=species:S:1:pos:R:3:lowdin_charge:R:1
H -0.7638 0.7912 -1.8050 0.103
C -2.0377 -0.3736 -0.4771 -0.094
H 0.8038 1.1481 2.1053 0.059
H -0.3843 -0.1990 1.9128 0.073
H 0.7788 1.6295 -0.2406 0.097
H 3.3682 -0.5148 1.1211 0.043
H -1.9474 -0.9220 0.4633 0.072
H -2.2450 -1.0858 -1.2753 0.070
O 0.3634 -1.3603 -1.7943 -0.031
H -0.8942 1.4895 1.8792 0.080
H -2.9077 0.2949 -0.4172 0.086
C 0.1061 0.8483 0.0968 -0.202
N 1.5966 -1.1842 -1.8634 -0.036
C 2.7755 -0.6294 0.2463 0.173
C 2.2930 -1.1588 -0.7488 -0.167
C -0.8175 0.4205 -0.7913 -0.217
C -0.0878 0.8062 1.5882 -0.111
```

=====

# 2
Density functional theory data (ωB97M-V/def2-TZVPD) for 2 unconnected molecules or ions with the total composition C9H14.

Computed properties:
Structure (SMILES) = Cc1ccccc1.CC
Max |F| = 1.8 eV/A
2S+1 = 1
E_HOMO = -9.02 eV
Energy relative to the best compared isomer or geometry (same formula, charge and spin) = 63.1 kJ/mol

Structure (XYZ):
```
23
Properties=species:S:1:pos:R:3:lowdin_charge:R:1
H -0.2554 2.8223 -1.5517 0.065
H 0.9779 -2.1292 -2.6202 0.101
C 0.8878 -0.4814 1.7234 -0.042
H 1.9659 -0.9660 -0.7620 0.111
H 1.9444 -0.7244 1.7516 0.078
C 0.3597 2.6700 -0.6626 -0.158
H 0.6954 0.5885 1.7296 0.043
C 0.2067 -1.0371 0.4886 -0.281
H 1.3152 3.1470 -0.8618 0.061
C -0.9158 -2.4375 -1.6536 -0.098
H -1.6763 -1.4844 1.4935 0.109
C -0.2040 2.9311 0.7186 -0.166
C 0.4010 -2.0219 -1.7094 -0.089
C -1.6530 -2.2043 -0.4925 -0.093
C -1.0725 -1.5857 0.6022 -0.054
H 0.6096 3.2753 1.3682 0.069
H 0.5650 1.5997 -0.7825 0.042
H -1.4636 -2.8172 -2.5061 0.099
C 0.9361 -1.2796 -0.6618 -0.072
H -1.0360 3.6234 0.7334 0.061
H -2.5956 -2.7183 -0.3405 0.100
H -0.4720 2.0672 1.3252 0.035
H 0.4796 -0.8375 2.6705 0.080
```

=====

# 3
Density functional theory data (ωB97M-V/def2-TZVPD) for 2 unconnected molecules or ions with the total composition C3H4N2O3.

Computed properties:
Structure (SMILES) = C=CC#[N+][O-].O=[NH+][O-]
Max |F| = 2.9 eV/A
2S+1 = 1
E_HOMO = -9.44 eV
Energy relative to the best compared isomer or geometry (same formula, charge and spin) = 760.6 kJ/mol

Structure (XYZ):
```
12
Properties=species:S:1:pos:R:3:lowdin_charge:R:1
H 0.3753 -2.0004 -0.0587 0.114
O 2.2534 1.2079 -1.8236 0.006
N 1.6478 0.5911 -0.9726 -0.115
O -1.5257 -0.1060 -0.6223 0.031
O -1.4209 2.0318 -0.4516 0.081
H -0.3905 -1.7661 2.4006 0.038
H -0.6434 1.1141 -1.8922 0.206
C -0.2000 -0.9671 1.7386 0.047
C 0.4409 -1.0772 0.5202 -0.142
H -0.3963 -0.0175 2.3435 0.098
C 1.0622 0.0027 -0.1980 -0.038
N -1.2029 0.9868 -0.9838 -0.325
```

=====

# 4
Density functional theory data (ωB97M-V/def2-TZVPD) for a molecular structure, C32H29N6O2Tb.

Computed properties:
Max |F| = 0.7 eV/A
2S+1 = 7
E_HOMO (spin up / spin down) = -13.08 / -13.08 eV
Total charge = +2
Energy relative to the best compared isomer or geometry (same formula, charge and spin) = 53.2 kJ/mol

Structure (XYZ):
```
70
Properties=species:S:1:pos:R:3:mulliken_spin:R:1
H 1.3713 1.6067 3.4932 -0.002
H 0.4937 3.4401 1.9221 0.001
C -2.6916 3.6386 2.9980 0.001
N 2.3279 1.5561 1.5539 0.031
N -0.8783 1.9143 1.7564 -0.005
C -3.0950 2.3735 2.5822 -0.002
H -1.0453 5.0256 3.0060 0.000
H 3.8929 2.0405 0.1557 -0.002
C 1.8930 -2.6130 0.5845 -0.011
H -1.9179 -2.8407 2.0216 0.000
H 3.0003 -4.0033 -0.5750 -0.001
C 3.4788 2.0807 1.1508 -0.007
C -1.3966 4.0388 2.7419 -0.001
O -0.0225 -0.8056 -1.1169 0.014
N 4.0906 2.7367 2.1480 -0.001
H -0.0892 -3.4251 0.4412 0.002
N -1.7186 -0.2770 0.5872 -0.002
C -0.4098 -3.6781 -4.0843 0.000
C 5.4359 4.7316 2.4964 0.000
Tb 0.5760 0.0179 0.7632 5.988
H -3.3919 4.3021 3.4866 0.000
H 8.5114 2.9225 0.9896 0.000
C 2.7607 -1.8701 1.3927 -0.014
C 1.0759 -1.6676 3.0964 -0.012
H 4.0162 -1.7092 4.0148 0.000
H 2.9078 -2.4059 -1.3048 0.001
C 0.5995 -2.8640 1.0632 0.009
C -2.1761 1.5590 1.9499 0.011
C 6.4368 2.7514 1.5110 0.000
H 1.5004 -3.4771 -1.3457 0.001
H 2.9800 -0.3544 4.4443 0.000
C -2.5965 0.3102 1.3051 -0.013
H 6.3535 1.7194 1.1969 0.000
C -2.2991 -3.5398 -2.0229 0.000
H 4.5678 5.2353 2.8985 0.000
H 4.1152 -0.2211 3.0850 0.000
C 3.4269 -0.8854 3.6072 0.000
H -1.5470 -2.0224 3.5598 0.001
C -0.5258 3.1469 2.1273 -0.005
C 2.2125 1.9071 2.8897 0.000
C 7.6457 3.4187 1.4044 0.000
C 6.6504 5.3898 2.4009 0.000
C -1.1260 -1.5325 -1.1109 0.008
C 3.2927 2.6389 3.2636 -0.004
C 9.0081 5.4168 1.7449 0.000
C -1.1950 -2.7526 2.8314 -0.004
N 10.0164 5.9581 1.6612 0.000
C 5.3495 3.4219 2.0495 0.000
N -2.0686 -1.3381 -0.2064 0.002
C 0.1708 -2.4071 2.3127 0.006
C 2.3950 -1.4559 2.6817 0.012
C -2.3567 -4.5714 -2.9631 0.000
H -1.1466 -3.7187 3.3378 -0.001
H -4.1145 2.0416 2.7188 0.000
C -0.3306 -2.6748 -3.1527 0.000
H -3.1519 -5.2984 -2.8801 0.000
H 3.5910 3.0728 4.2017 0.000
H -3.6262 -0.0338 1.3475 0.000
H -1.4934 -5.4321 -4.7023 0.000
C 7.7492 4.7343 1.8516 0.000
H 0.4416 -1.9217 -3.2216 0.000
H -3.1576 -2.7346 -0.5268 0.000
C 2.3420 -3.1481 -0.7411 0.002
C -1.4273 -4.6338 -3.9750 0.000
H 0.7637 -1.3290 4.0791 0.000
H 6.7476 6.4112 2.7396 0.000
C -1.2596 -2.5897 -2.0966 0.000
H 3.7671 -1.6674 1.0408 0.000
O -3.2372 -3.5404 -1.0667 0.000
H 0.2972 -3.7275 -4.8999 0.000
```

=====

# 5
Density functional theory data (ωB97M-V/def2-TZVPD) for a molecular structure, C30H39BCrN9O2Si.

Computed properties:
Max |F| = 0.4 eV/A
2S+1 = 2
E_HOMO (spin up / spin down) = -7.67 / -7.32 eV
Energy relative to the best compared isomer or geometry (same formula, charge and spin) = 0.0 kJ/mol

Structure (XYZ):
```
83
Properties=species:S:1:pos:R:3:mulliken_spin:R:1
C -2.2370 -1.5245 3.3742 -0.007
N -0.3507 -0.6407 2.0539 -0.020
C 1.7744 3.5718 0.9025 -0.017
H -4.6410 -1.7770 0.6515 0.000
H -0.7362 0.2585 -5.0376 0.000
Cr 0.1400 0.0900 0.1002 1.334
H 2.0667 3.4589 -3.8073 0.000
H -2.9239 4.3980 -0.5875 0.000
H -2.0692 -3.4898 4.0844 0.000
C 0.2670 -1.9182 2.2197 0.020
H -0.2271 3.0936 1.7234 0.005
C 1.3087 0.6481 3.0608 0.008
H 1.5536 0.5047 5.2085 -0.001
C -0.3089 -2.8976 2.9078 -0.023
H -3.2146 -1.3556 3.8116 0.001
H 3.8367 0.6458 -2.2416 0.000
H -2.3423 1.0430 4.0653 0.000
C -0.1545 -0.2039 -4.2526 -0.004
H -3.7186 -3.4242 -1.3478 0.000
H 3.6621 1.6493 -3.6763 0.000
H 2.3165 0.6684 -3.1420 0.000
H 3.7071 4.3246 -1.2968 0.001
C -1.6080 -2.6842 3.5282 0.003
H 4.4324 1.6013 0.4462 0.001
N 1.3459 -1.5165 0.1523 -0.030
H 0.3633 4.7333 -0.3154 0.001
N -1.6618 -1.0812 -0.3350 0.003
H 3.0322 4.8016 2.1690 0.000
H 0.5414 4.5373 2.3843 0.001
H 0.8650 -1.6004 -5.5304 0.000
N -1.2834 1.6332 0.0639 -0.085
C -0.2952 0.2338 -2.9490 0.028
H 4.2615 3.6472 -2.8194 -0.001
C 3.5270 0.9910 0.4581 -0.006
N -2.3649 1.5383 0.8650 0.017
C 1.6179 3.2080 -2.8385 0.000
C -3.6962 -1.7842 0.1344 0.003
C -3.2172 -2.6012 -0.8706 -0.001
H 1.2498 4.1360 -2.4044 0.001
H -0.7757 0.8636 5.6776 -0.001
C -1.3989 2.7755 -0.6045 0.015
H -1.2034 -2.4628 -1.8391 0.002
C 0.7323 -1.2379 -4.5194 0.005
C -3.1483 2.6168 0.7015 0.004
C 1.3767 4.8119 0.0798 -0.012
H 3.7055 0.1190 -0.1744 0.002
H -3.8276 0.3119 2.0384 0.000
H 1.3872 5.6842 0.7433 0.000
C -2.5641 3.4490 -0.2315 -0.001
O 2.2904 -3.0252 1.6652 0.006
C 1.4651 -2.2059 1.3382 0.024
C 0.7272 3.5161 2.0331 0.000
N -1.4542 0.7108 3.7193 -0.004
Si 1.9964 1.9203 -0.1967 -0.171
N 0.3962 -0.2965 -1.9387 -0.078
B -2.7300 0.1997 1.5445 0.005
C -1.6588 -0.3146 2.6705 0.017
H 2.1304 -2.6215 -3.5951 0.000
H 3.4139 0.5900 1.4637 0.000
C -0.4739 0.6432 4.6585 -0.006
H 2.0474 5.0333 -0.7443 0.000
H -4.0754 2.7025 1.2427 0.000
N 0.6355 0.3860 1.9958 -0.060
C -1.9338 -2.1132 -1.1266 0.000
C 3.8928 3.3897 -1.8194 -0.002
C 2.6536 2.4879 -1.9646 0.019
C 3.1239 3.8858 1.5726 -0.006
O 2.7298 -2.8431 -1.1870 0.017
H 0.1815 -3.8602 2.9282 0.000
C 0.8455 0.4637 4.3956 0.000
H 4.7046 2.8746 -1.3029 0.000
C 1.2328 -1.3112 -2.1926 0.044
H 3.4418 3.0871 2.2468 0.000
H -0.9909 1.0202 -2.6864 -0.001
H 3.9280 4.0397 0.8528 0.001
C 1.4344 -1.8040 -3.4704 -0.005
H 2.2358 1.1873 2.9051 -0.002
H 0.7590 2.5671 -3.0467 0.000
C 3.1380 1.2818 -2.7861 -0.008
C 1.8996 -1.9785 -1.0034 -0.006
H 1.0714 2.9629 2.9037 0.000
H -0.6341 3.0670 -1.3054 0.004
N -2.7512 -0.8826 0.4377 -0.031
```

=====

# 6
Density functional theory data (ωB97M-V/def2-TZVPD) for a molecular structure, C34H28Cl3N6O2Pd.

Computed properties:
Max |F| = 0.6 eV/A
2S+1 = 5
E_HOMO (spin up / spin down) = -9.96 / -10.55 eV
Total charge = +1
Energy relative to the best compared isomer or geometry (same formula, charge and spin) = 25.8 kJ/mol

Structure (XYZ):
```
74
Properties=species:S:1:pos:R:3:mulliken_spin:R:1
H 2.4473 -4.1014 -3.4019 -0.001
C -0.7213 2.1852 2.0622 0.048
C -4.6195 0.3786 -0.5864 0.025
H -5.5152 0.6755 -0.0690 0.000
O 1.9034 0.9500 -1.7443 0.017
C 2.0517 -3.3320 -4.0508 0.122
N -2.5041 -0.2726 -0.7480 0.072
H 3.0266 -0.6581 -2.3366 -0.033
H 1.5428 -4.4051 0.8483 0.001
H 3.3442 2.7344 2.4179 0.000
H 5.7459 -4.0763 0.0114 0.000
C 4.7194 -3.8137 -0.2006 -0.003
C -4.4436 -0.6778 2.1704 -0.027
C 0.4546 6.3136 2.5925 -0.007
O 0.0073 0.1711 -2.6254 0.097
H 1.3102 1.1621 -4.7887 0.002
C 0.9755 3.9214 2.0565 -0.028
N 2.8471 -1.6447 -2.5543 0.324
C 1.0838 -1.2834 -5.7058 -0.075
C 3.1273 -2.5723 -1.5188 -0.029
C 2.6067 -0.1989 1.2280 0.022
H 0.6794 -0.5129 -6.3479 0.001
C -1.6206 3.1536 2.5704 0.118
H -3.3791 -0.3631 5.3530 0.000
H -1.4863 0.6928 4.1883 0.003
C 2.9770 1.8223 1.9856 0.015
H 1.2752 -4.6790 -5.4953 0.003
C 0.0532 4.8752 2.4803 0.138
C -3.3878 -0.0755 1.5057 0.044
C 1.7383 -0.9138 -4.5516 0.199
H -1.9802 5.1805 3.1020 0.001
Cl 5.7210 -2.2256 -2.1454 0.004
H 0.4044 -2.8840 -6.9575 0.004
C 0.9194 -2.6220 -6.0432 0.232
C -2.3307 0.3178 3.6247 0.105
C 1.8347 0.5074 -4.0953 0.032
C -4.3444 0.2432 -1.9247 0.003
C 0.6328 2.5956 1.8830 0.119
H -0.2858 6.8894 3.1441 0.000
H -2.6539 2.8635 2.7015 -0.001
C 1.1897 0.5965 -2.6959 -0.012
H -5.2623 -1.0792 1.5858 -0.001
C 3.6734 -4.3622 0.5241 0.008
N 1.6697 1.6638 1.6458 -0.016
C -4.4717 -0.7881 3.5573 0.070
C -2.2977 0.4402 2.2306 -0.027
Cl -1.2041 2.6639 -1.0720 0.292
H 1.4179 6.4178 3.0925 0.007
H 2.6799 -1.2279 0.9192 0.009
H 4.6550 0.4160 1.8825 0.000
C -3.3929 -0.2809 4.2736 -0.047
C -3.0047 -0.1519 -1.9719 0.017
H -6.5744 -1.0118 3.9392 0.004
Pd -0.4625 0.4383 -0.4426 1.389
C 4.4414 -2.9188 -1.2207 0.029
N -3.4970 0.0705 0.0981 -0.004
C 1.4082 -3.6451 -5.2091 -0.008
N 1.4393 0.4157 1.1918 0.021
H -5.6685 -2.5190 3.9835 0.005
H 3.8865 -5.0664 1.3164 0.001
H -5.5432 -1.3791 5.3234 0.000
N -1.1817 0.9933 1.6205 0.571
H -5.0062 0.4361 -2.7490 0.000
H 1.9876 4.2390 1.8472 -0.002
H 2.8719 0.8421 -4.0273 0.012
C -5.6270 -1.4594 4.2414 -0.002
C 2.2369 -1.9652 -3.6978 0.155
H 0.5517 6.7545 1.5982 0.014
C 3.6165 0.6428 1.7205 -0.003
C -1.2468 4.4581 2.7686 -0.053
Cl 0.4731 -2.5345 -0.9977 0.015
C 2.3582 -4.0072 0.2613 -0.005
H -2.3621 -0.3111 -2.8216 0.004
C 2.0888 -3.1017 -0.7502 0.013
```

=====

# 7
Density functional theory data (ωB97M-V/def2-TZVPD) for C15H25NO2 in the gas phase.

Computed properties:
Structure (SMILES) = CCc1cccc(OCCCCNCCOC)c1
Max |F| = 0.5 eV/A
2S+1 = 1
E_HOMO = -8.35 eV
Energy relative to the best compared isomer or geometry (same formula, charge and spin) = 184.9 kJ/mol

Structure (XYZ):
```
43
Properties=species:S:1:pos:R:3:lowdin_charge:R:1
H -4.9801 -2.4135 -2.0039 0.090
H 0.1487 1.1881 3.0050 0.133
C 2.6273 0.0655 0.1967 0.016
H -3.2978 -0.3844 0.9820 0.118
H 4.3157 -0.3193 -2.6729 0.109
H 4.9404 1.9224 -0.6901 0.073
H -5.3793 -0.2313 -1.2503 0.122
C 2.8020 -1.8963 1.5704 -0.013
O -5.2310 -1.8872 -0.0162 -0.192
C 0.5927 0.9597 2.0313 -0.205
C -1.3291 2.0794 0.8398 -0.186
C 4.1349 -1.6972 -0.4136 -0.058
C 3.7465 -2.4110 0.7081 -0.079
C 3.5769 -0.4552 -0.6741 -0.248
H -0.6369 2.9112 0.6850 0.110
H -4.0792 1.8604 0.6706 0.114
H 6.0454 0.6268 -1.1451 0.074
H -2.9660 -0.4155 -0.7661 0.117
C -4.6544 -2.7104 -0.9996 -0.117
C 5.2139 1.2373 -1.4895 -0.095
C 2.2296 -0.6482 1.3203 -0.259
H 5.5407 1.8182 -2.3491 0.067
N -3.6070 1.4344 -0.1198 -0.079
H 2.2113 1.0373 -0.0224 0.112
H -2.5417 3.1015 -0.6138 0.110
C -3.6297 -0.0083 0.0010 -0.226
H -5.7345 -0.0225 0.4810 0.123
H 4.1827 -3.3782 0.9096 0.103
C -5.0641 -0.5070 -0.2339 -0.227
H 2.4868 -2.4381 2.4479 0.115
O 1.3177 -0.2307 2.2453 -0.043
H 1.2636 1.7857 1.7614 0.123
C -2.3243 2.0646 -0.3381 -0.238
H -4.9998 -3.7216 -0.7916 0.088
H -1.8745 2.2775 1.7660 0.115
C 4.0241 0.3506 -1.8616 -0.214
H 4.8714 -2.1069 -1.0890 0.109
H 3.2045 0.9790 -2.2170 0.108
H -0.0675 0.5347 0.0235 0.110
H -1.1466 -0.0362 1.2918 0.107
H -3.5596 -2.6927 -0.9624 0.082
H -1.8596 1.5808 -1.2018 0.115
C -0.5140 0.7967 0.9852 -0.183
```

=====

# 8
Density functional theory data (ωB97M-V/def2-TZVPD) for C5H9NO in the gas phase.

Computed properties:
Structure (SMILES) = CC/C(C)=N\C=O
Max |F| = 0.7 eV/A
2S+1 = 1
E_HOMO = -9.57 eV
Energy relative to the best compared isomer or geometry (same formula, charge and spin) = 150.3 kJ/mol

Structure (XYZ):
```
16
Properties=species:S:1:pos:R:3:lowdin_charge:R:1
H 0.2875 -0.9821 1.5953 0.122
H 1.3882 2.0154 -0.1272 0.090
C -0.0258 -0.9287 0.5393 -0.152
H 1.8529 -2.0076 -0.0152 0.070
H 1.6809 -0.4784 -0.8316 0.077
O -2.8003 -0.1058 0.1361 0.020
C -2.2497 0.4803 -0.7776 -0.342
H 0.6709 -1.8457 -1.3209 0.081
C -0.1370 0.4954 0.1002 -0.385
H -2.7800 0.7602 -1.6945 0.114
H 0.3537 2.1190 1.2861 0.097
C 0.9022 1.4239 0.6458 -0.033
H -0.9326 -1.5262 0.3942 0.104
N -0.9751 1.0027 -0.7164 0.128
C 1.1140 -1.3458 -0.4558 -0.072
H 1.6480 0.9137 1.2487 0.081
```